122
Properties=species:S:1:pos:R:3 method="wB97M-V/def2-TZVPD" e_homo_ev="-11.284 / -11.284" total_charge=+1 homo_lumo_gap_ev="4.73 / 4.69" spin_multiplicity=2 e_tot_ev=-183231.2099
Ag -2.38 1.70 6.45
Cl 4.51 -2.99 6.54
Cl -7.63 -1.66 -1.48
Cl 5.54 -3.11 3.82
Cl 6.72 -1.08 5.83
Cl -4.97 -1.74 -2.27
Cl -6.14 0.64 -0.78
P 0.78 -11.04 -5.35
P -2.48 6.80 2.83
P 1.90 4.44 9.36
P 0.23 -1.22 -7.35
O -2.34 -0.58 2.91
O 1.07 -10.72 -3.81
O -0.24 -0.15 3.23
O 2.98 3.81 10.35
O -1.51 6.42 1.64
O -0.25 0.33 -7.02
O 1.85 -10.11 -6.17
O -2.13 8.37 3.22
O -0.62 -10.28 -5.57
O 0.96 3.47 8.75
O 0.75 -12.46 -5.76
O -2.58 5.81 3.95
O 2.77 5.36 8.32
O -1.16 -2.06 -7.20
O 1.21 5.49 10.37
O -3.89 6.87 2.05
O 0.90 -1.36 -8.68
O 0.96 -1.65 -5.99
C 0.92 -3.01 -5.56
C 3.90 6.19 6.46
C -0.14 2.45 -8.08
C 3.22 -10.57 -6.10
C -1.53 5.11 1.18
C 5.30 -2.08 5.19
C 4.68 2.83 11.39
C -6.02 -1.10 -1.10
C -1.04 -10.16 -6.95
C -1.62 -3.59 -9.04
C 3.40 4.86 7.14
C 0.60 7.76 10.07
C 0.37 -9.81 -3.03
C -1.89 -2.24 -8.42
C -0.80 -1.70 1.43
C -5.48 7.65 3.61
C -2.12 9.37 2.23
C 2.30 -3.47 -5.51
C -2.35 10.70 2.84
C 0.12 6.26 9.92
C -2.52 -9.96 -6.94
C 4.16 3.16 9.96
C -5.07 6.55 2.71
C 3.90 -10.43 -7.44
C -0.87 1.16 -7.96
C -1.26 5.23 -0.32
C -1.14 -0.76 2.65
C 1.27 -9.03 -2.02
H -1.70 -2.28 1.29
H -3.07 -10.73 -6.40
H 1.91 -9.59 -1.34
H -3.01 9.30 1.60
H -2.82 -9.05 -6.42
H -0.25 6.05 8.92
H -0.44 -1.16 0.55
H 4.66 6.62 7.11
H -1.72 -4.40 -8.32
H 4.03 2.14 11.94
H -2.90 -10.02 -7.96
H 0.52 -3.23 -4.57
H -0.30 5.71 -0.53
H -5.64 8.58 3.06
H 4.69 -1.24 4.86
H -0.96 0.72 -8.95
H 1.83 -8.25 -2.54
H -2.07 5.84 -0.74
H -5.11 5.57 3.19
H -0.03 8.56 9.68
H 4.19 4.15 7.38
H 3.35 -11.60 -5.76
H 0.73 7.93 11.14
H 2.68 4.40 6.47
H 0.64 -8.38 -1.41
H 0.30 -3.67 -6.16
H 4.40 6.09 5.50
H -1.89 1.33 -7.61
H -2.43 4.52 1.36
H 3.16 6.99 6.35
H -4.70 7.91 4.34
H -0.63 -3.70 -9.49
H 4.27 2.23 9.42
H 4.75 3.75 11.97
H 0.51 2.60 -7.22
H 1.56 7.86 9.56
H -6.40 7.35 4.10
H -0.20 -9.11 -3.64
H -0.02 -2.42 1.66
H -0.83 -11.08 -7.49
H 4.73 3.97 9.51
H 3.38 -10.96 -8.23
H 3.94 -9.40 -7.79
H 3.07 -3.05 -4.86
H 3.71 -9.83 -5.46
H 2.71 -3.25 -6.50
H -1.80 -1.37 -9.08
H -1.14 9.39 1.74
H -2.91 -2.44 -8.09
H -1.21 4.32 -0.91
H -5.74 -1.53 -0.14
H -0.45 -10.39 -2.62
H 2.40 -4.55 -5.40
H -2.33 -3.89 -9.82
H -3.23 10.91 3.44
H -0.69 4.57 1.62
H -1.52 10.81 3.54
H -0.85 3.26 -8.28
H -5.76 6.30 1.91
H 0.53 2.38 -8.94
H -0.77 6.01 10.51
H -0.59 -9.34 -7.51
H -2.25 11.44 2.05
H 5.68 2.40 11.40
H 4.95 -10.70 -7.47

=====

110
Properties=species:S:1:pos:R:3 method="wB97M-V/def2-TZVPD" e_homo_ev=-9.876 total_charge=+1 homo_lumo_gap_ev=6.27 spin_multiplicity=1 e_tot_ev=-57444.5994
F 6.01 -1.12 -0.82
O 2.06 1.49 -5.63
O -1.75 1.57 -3.16
O 1.80 -0.16 4.06
O -5.83 -2.62 0.04
O -7.25 -4.92 -3.71
O 3.39 2.12 -0.59
O 2.66 -2.18 3.20
N -1.00 0.02 1.17
N -8.57 -3.64 -1.32
N 4.08 0.71 1.73
N -1.99 -2.14 1.93
N 0.17 -0.54 -4.03
N -2.95 -0.90 0.17
C -8.52 -3.11 -2.68
C 3.66 4.49 0.37
C 4.23 0.87 5.47
C 3.79 2.17 1.91
C 1.18 1.87 1.79
C 4.22 -0.10 3.03
C -2.03 -1.00 1.04
C 5.07 4.94 -0.13
C 5.74 1.90 3.60
C -2.63 1.33 -4.24
C 4.99 1.69 6.52
C -5.34 -3.43 -1.02
C 2.40 2.40 2.58
C -0.10 1.82 2.68
C 4.89 -0.83 -0.04
C 2.42 0.55 -4.65
C -1.00 0.58 2.54
C -7.00 -1.87 -0.27
C -8.30 -2.67 -0.26
C 5.24 0.40 0.83
C -8.49 -4.22 -3.71
C 0.04 0.01 -2.68
C 1.52 -0.68 -4.56
C 5.00 0.66 4.15
C 4.90 2.87 2.75
C -7.31 -6.23 -3.16
C -1.39 0.42 -2.40
C 0.98 2.35 -5.31
B 2.85 -0.83 3.48
B 3.60 2.93 0.52
H 2.04 -1.45 -3.97
H 2.91 4.85 -0.35
H 1.09 -0.77 4.26
H 5.54 5.59 0.64
H 0.34 -0.76 -1.96
H 3.24 1.31 5.34
H 0.95 2.57 0.97
H 0.01 1.90 -5.56
H 2.93 2.59 -1.29
H 2.30 3.49 2.61
H -0.13 -0.49 1.02
H -2.52 -1.95 2.77
H 6.54 1.51 2.95
H -9.33 -4.91 -3.58
H -2.04 0.90 2.72
H 4.39 1.73 7.44
H -3.02 2.30 -4.56
H -0.37 0.02 -4.67
H -8.35 -3.21 0.69
H 2.54 1.04 -3.68
H 4.40 3.58 3.42
H 5.76 4.10 -0.29
H 0.19 1.96 3.73
H -4.28 -3.60 -0.85
H 5.99 1.28 6.73
H -6.85 -1.32 -1.20
H -7.08 -1.13 0.52
H -8.58 -3.76 -4.70
H 5.59 3.43 2.12
H 5.11 2.73 6.19
H 4.64 -1.71 0.56
H -0.77 -0.15 3.33
H -3.47 0.70 -3.93
H -6.39 -6.74 -3.45
H -2.09 -0.41 -2.57
H -1.49 0.70 -1.35
H -1.04 -2.31 2.26
H 1.42 -1.09 -5.57
H 5.00 5.54 -1.03
H 3.26 0.32 1.26
H -9.41 -2.50 -2.85
H 1.36 0.90 1.31
H -5.46 -2.95 -2.00
H -7.92 -4.40 -1.24
H 3.43 5.02 1.31
H 0.67 0.89 -2.51
H -5.83 -4.40 -1.03
H 2.39 2.06 3.62
H -9.13 -1.95 -0.25
H 3.49 -2.66 3.16
H -0.72 2.69 2.43
H 4.85 -0.95 2.75
H 6.26 2.43 4.40
H 1.09 3.25 -5.91
H 5.46 1.22 0.15
H -2.13 0.86 -5.09
H 4.06 -0.58 -0.71
H 3.41 0.19 -4.95
H 0.98 2.63 -4.25
H 6.15 0.22 1.42
H -8.16 -6.79 -3.56
H -7.37 -6.22 -2.07
H -3.53 -1.73 0.28
H 4.06 -0.13 5.91
H 5.84 -0.01 4.43
H -7.64 -2.48 -2.86

=====

Repeat the second record exactly.
110
Properties=species:S:1:pos:R:3 method="wB97M-V/def2-TZVPD" e_homo_ev=-9.876 total_charge=+1 homo_lumo_gap_ev=6.27 spin_multiplicity=1 e_tot_ev=-57444.5994
F 6.01 -1.12 -0.82
O 2.06 1.49 -5.63
O -1.75 1.57 -3.16
O 1.80 -0.16 4.06
O -5.83 -2.62 0.04
O -7.25 -4.92 -3.71
O 3.39 2.12 -0.59
O 2.66 -2.18 3.20
N -1.00 0.02 1.17
N -8.57 -3.64 -1.32
N 4.08 0.71 1.73
N -1.99 -2.14 1.93
N 0.17 -0.54 -4.03
N -2.95 -0.90 0.17
C -8.52 -3.11 -2.68
C 3.66 4.49 0.37
C 4.23 0.87 5.47
C 3.79 2.17 1.91
C 1.18 1.87 1.79
C 4.22 -0.10 3.03
C -2.03 -1.00 1.04
C 5.07 4.94 -0.13
C 5.74 1.90 3.60
C -2.63 1.33 -4.24
C 4.99 1.69 6.52
C -5.34 -3.43 -1.02
C 2.40 2.40 2.58
C -0.10 1.82 2.68
C 4.89 -0.83 -0.04
C 2.42 0.55 -4.65
C -1.00 0.58 2.54
C -7.00 -1.87 -0.27
C -8.30 -2.67 -0.26
C 5.24 0.40 0.83
C -8.49 -4.22 -3.71
C 0.04 0.01 -2.68
C 1.52 -0.68 -4.56
C 5.00 0.66 4.15
C 4.90 2.87 2.75
C -7.31 -6.23 -3.16
C -1.39 0.42 -2.40
C 0.98 2.35 -5.31
B 2.85 -0.83 3.48
B 3.60 2.93 0.52
H 2.04 -1.45 -3.97
H 2.91 4.85 -0.35
H 1.09 -0.77 4.26
H 5.54 5.59 0.64
H 0.34 -0.76 -1.96
H 3.24 1.31 5.34
H 0.95 2.57 0.97
H 0.01 1.90 -5.56
H 2.93 2.59 -1.29
H 2.30 3.49 2.61
H -0.13 -0.49 1.02
H -2.52 -1.95 2.77
H 6.54 1.51 2.95
H -9.33 -4.91 -3.58
H -2.04 0.90 2.72
H 4.39 1.73 7.44
H -3.02 2.30 -4.56
H -0.37 0.02 -4.67
H -8.35 -3.21 0.69
H 2.54 1.04 -3.68
H 4.40 3.58 3.42
H 5.76 4.10 -0.29
H 0.19 1.96 3.73
H -4.28 -3.60 -0.85
H 5.99 1.28 6.73
H -6.85 -1.32 -1.20
H -7.08 -1.13 0.52
H -8.58 -3.76 -4.70
H 5.59 3.43 2.12
H 5.11 2.73 6.19
H 4.64 -1.71 0.56
H -0.77 -0.15 3.33
H -3.47 0.70 -3.93
H -6.39 -6.74 -3.45
H -2.09 -0.41 -2.57
H -1.49 0.70 -1.35
H -1.04 -2.31 2.26
H 1.42 -1.09 -5.57
H 5.00 5.54 -1.03
H 3.26 0.32 1.26
H -9.41 -2.50 -2.85
H 1.36 0.90 1.31
H -5.46 -2.95 -2.00
H -7.92 -4.40 -1.24
H 3.43 5.02 1.31
H 0.67 0.89 -2.51
H -5.83 -4.40 -1.03
H 2.39 2.06 3.62
H -9.13 -1.95 -0.25
H 3.49 -2.66 3.16
H -0.72 2.69 2.43
H 4.85 -0.95 2.75
H 6.26 2.43 4.40
H 1.09 3.25 -5.91
H 5.46 1.22 0.15
H -2.13 0.86 -5.09
H 4.06 -0.58 -0.71
H 3.41 0.19 -4.95
H 0.98 2.63 -4.25
H 6.15 0.22 1.42
H -8.16 -6.79 -3.56
H -7.37 -6.22 -2.07
H -3.53 -1.73 0.28
H 4.06 -0.13 5.91
H 5.84 -0.01 4.43
H -7.64 -2.48 -2.86